(1)
Computed, not measured: 6 unconnected molecules or ions with the total composition C22H61N5O6 at a distorted geometry, with the ωB97M-V functional and the def2-TZVPD basis.

The geometry in ORCA input format:
```
! wB97M-V def2-TZVPD RIJCOSX def2/J DEFGRID3
* xyz 1 2
C -1.67 -0.52 -1.12
C -0.74 -0.48 0.05
O -0.85 -1.70 0.71
H -2.68 -0.76 -0.77
H -1.40 -1.22 -1.91
H -1.69 0.47 -1.57
H -0.94 0.28 0.81
H 0.31 -0.28 -0.16
H -0.22 -1.70 1.43
C -5.27 2.09 -7.43
C -3.80 2.29 -7.06
C -3.26 1.19 -6.12
O -3.88 1.41 -4.80
C -3.42 0.40 -3.91
N -3.01 2.36 -8.25
H -5.45 1.22 -8.06
H -5.59 2.99 -7.96
H -5.84 1.97 -6.51
H -3.81 3.26 -6.58
H -2.18 1.24 -6.00
H -3.68 0.27 -6.53
H -2.37 0.61 -3.73
H -3.44 -0.62 -4.31
H -3.94 0.36 -2.95
H -3.31 1.58 -8.81
H -2.00 2.39 -8.20
C -0.02 -3.82 3.05
C 1.00 -2.79 3.55
C 1.99 -3.32 4.56
O 2.70 -2.23 5.01
C 3.89 -2.46 5.75
N 1.67 -2.23 2.39
H -0.96 -3.62 3.56
H 0.29 -4.80 3.42
H -0.20 -3.83 1.97
H 0.43 -2.01 4.05
H 2.72 -3.93 4.02
H 1.51 -3.96 5.29
H 4.62 -3.04 5.17
H 3.64 -3.09 6.61
H 4.32 -1.52 6.10
H 2.16 -2.94 1.86
H 2.36 -1.53 2.62
C -2.39 -5.21 -2.69
C -2.33 -4.06 -1.70
C -3.59 -3.98 -0.82
O -3.71 -5.22 -0.09
C -4.86 -5.28 0.65
N -1.15 -4.19 -0.84
H -2.24 -6.18 -2.22
H -1.65 -5.10 -3.48
H -3.35 -5.22 -3.22
H -2.35 -3.15 -2.30
H -4.47 -3.85 -1.45
H -3.51 -3.18 -0.09
H -4.86 -4.56 1.48
H -4.94 -6.25 1.13
H -5.77 -5.13 0.06
H -1.26 -3.36 -0.27
H -1.35 -4.89 -0.13
C 5.76 -0.29 3.07
C 5.75 1.18 2.83
C 4.62 1.57 1.83
O 3.33 1.05 2.08
C 2.38 1.06 1.06
N 5.65 1.91 4.08
H 6.03 -0.79 2.14
H 4.75 -0.54 3.40
H 6.53 -0.61 3.77
H 6.72 1.44 2.40
H 5.05 1.19 0.90
H 4.60 2.65 1.66
H 2.68 0.38 0.26
H 2.23 2.03 0.59
H 1.45 0.74 1.52
H 4.78 1.73 4.56
H 5.75 2.90 3.91
C 2.92 5.57 1.48
C 1.75 6.47 0.95
C 0.45 5.60 0.91
O 0.59 4.57 0.01
C -0.51 3.69 -0.03
N 1.59 7.66 1.84
H 2.57 5.06 2.38
H 3.85 6.14 1.55
H 3.11 4.73 0.81
H 1.86 6.81 -0.08
H -0.43 6.19 0.68
H 0.29 5.12 1.88
H -0.33 2.81 -0.66
H -1.44 4.14 -0.37
H -0.74 3.23 0.93
H 0.72 8.15 1.65
H 1.43 7.27 2.76
*
```

Values from the calculation:
- electronic energy (eV) = -43525.6761
- energy above the lowest of the compared OMol25 structures with the same formula, charge and spin (eV) = 0.000
- expectation value of S² = 0.755
- frontier orbital gap (alpha / beta) (eV) = 6.8333 / 1.1660
- maximum force (hartree/bohr) = 0.054
- lowest unoccupied orbital energy (alpha / beta) (eV) = -3.384 / -9.051

Here are the Mulliken charges for atoms 1 to 2, given in e: number 1, C, carries -0.73; number 2, C, carries -0.22

***

(2)
Computed, not measured: a molecular structure, C22H61N5O7 at a distorted geometry, with the ωB97M-V functional and the def2-TZVPD basis.

The geometry in ORCA input format:
```
! wB97M-V def2-TZVPD RIJCOSX def2/J DEFGRID3
* xyz 0 1
C -7.98 -19.89 20.92
C -7.84 -20.84 19.73
C -6.41 -21.21 19.39
O -5.49 -20.09 19.07
C -4.07 -20.18 19.35
N -8.69 -21.90 20.28
H -7.53 -20.26 21.84
H -9.02 -19.70 21.20
H -7.48 -19.04 20.46
H -8.31 -20.40 18.85
H -6.26 -21.93 18.59
H -6.00 -21.80 20.21
H -3.58 -21.14 19.49
H -3.80 -19.62 20.25
H -3.63 -19.74 18.45
H -8.57 -22.69 19.65
H -9.62 -21.51 20.34
C -8.05 -23.58 24.11
C -9.31 -23.53 23.16
C -10.77 -23.98 23.77
O -10.53 -25.00 24.74
C -11.70 -25.56 25.22
N -9.25 -22.13 22.60
H -7.23 -22.99 23.70
H -7.82 -24.64 24.24
H -8.47 -23.07 24.98
H -9.01 -24.19 22.35
H -11.50 -24.06 22.96
H -11.04 -23.05 24.27
H -11.98 -26.35 24.52
H -12.53 -24.87 25.35
H -11.54 -26.08 26.16
H -8.31 -22.06 22.23
H -9.78 -21.97 21.75
C -4.78 -20.55 26.54
C -5.40 -21.89 26.65
C -5.09 -22.37 28.03
O -5.71 -23.65 28.22
C -4.98 -24.69 27.60
N -6.86 -21.85 26.41
H -3.69 -20.54 26.61
H -5.28 -19.86 27.21
H -4.87 -20.25 25.49
H -5.00 -22.52 25.85
H -5.58 -21.68 28.72
H -4.02 -22.33 28.20
H -4.42 -24.39 26.71
H -5.72 -25.46 27.37
H -4.44 -25.12 28.44
H -7.11 -22.83 26.50
H -7.35 -21.19 27.00
C -8.49 -23.87 20.88
C -7.14 -23.90 21.62
C -6.21 -24.97 21.31
O -6.85 -26.16 21.96
C -6.41 -27.38 21.55
N -6.46 -22.58 21.54
H -9.05 -23.07 21.36
H -9.14 -24.73 21.05
H -8.41 -23.77 19.80
H -7.46 -24.14 22.63
H -5.17 -24.73 21.57
H -6.35 -25.12 20.24
H -6.93 -27.69 20.64
H -6.49 -28.17 22.29
H -5.33 -27.31 21.41
H -5.63 -22.53 20.97
H -7.04 -21.82 21.21
C -7.01 -17.63 27.39
C -7.30 -18.92 26.73
C -8.04 -19.92 27.56
O -7.30 -20.38 28.72
C -8.06 -21.14 29.57
N -7.90 -18.68 25.41
H -7.94 -17.10 27.62
H -6.45 -16.94 26.76
H -6.59 -17.72 28.39
H -6.30 -19.32 26.56
H -8.18 -20.79 26.91
H -8.90 -19.36 27.91
H -8.79 -20.45 29.99
H -7.55 -21.55 30.44
H -8.49 -21.95 28.99
H -7.14 -18.79 24.75
H -8.31 -17.80 25.14
C -6.54 -21.24 24.07
C -5.59 -20.16 23.42
O -6.17 -18.89 23.05
O -7.46 -21.62 23.08
H -6.98 -20.85 24.99
H -5.87 -22.07 24.27
H -5.22 -20.63 22.50
H -4.72 -20.13 24.08
H -6.84 -19.10 22.40
H -7.08 -22.30 22.52
*
```

Values from the calculation:
- electronic energy (eV) = -45557.6455
- energy above the lowest of the compared OMol25 structures with the same formula, charge and spin (eV) = 26.883
- frontier orbital gap (eV) = 7.6728
- maximum force (hartree/bohr) = 0.236
- lowest unoccupied orbital energy (eV) = 0.461

Here are the Mulliken charges for atoms 1 to 2, given in e: number 1, C, carries -0.33; number 2, C, carries -0.86

***

(3)
Computed, not measured: 8 unconnected molecules or ions with the total composition C22H62BF4N4O10 at a distorted geometry, with the ωB97M-V functional and the def2-TZVPD basis.

The geometry in ORCA input format:
```
! wB97M-V def2-TZVPD RIJCOSX def2/J DEFGRID3
* xyz -1 1
B 0.78 0.24 0.33
F 0.68 -0.47 1.50
F 0.11 -0.49 -0.59
F 0.37 1.54 0.56
F 2.11 0.39 0.09
C -5.41 0.81 3.83
C -4.92 1.95 4.66
O -5.83 2.29 5.62
O -5.96 -0.14 4.69
H -4.53 0.50 3.27
H -6.22 1.04 3.14
H -4.75 2.88 4.11
H -3.99 1.63 5.13
H -5.81 3.24 5.71
H -6.33 0.27 5.47
C 6.87 4.38 0.96
C 8.26 3.85 1.25
O 8.75 4.28 2.55
O 5.83 3.92 1.82
H 6.61 4.32 -0.09
H 6.98 5.43 1.22
H 9.02 4.26 0.58
H 8.26 2.79 1.00
H 9.09 5.18 2.49
H 5.15 3.53 1.26
C -1.00 -6.41 1.53
C -1.39 -7.40 2.65
O -0.78 -8.62 2.29
O 0.35 -5.91 1.59
H -1.62 -5.51 1.57
H -1.13 -6.81 0.52
H -2.48 -7.49 2.68
H -1.04 -7.11 3.64
H -1.28 -9.36 2.63
H 0.32 -4.96 1.75
C 2.35 0.99 8.49
C 3.39 -0.05 8.66
C 2.84 -1.45 8.94
O 3.97 -2.31 9.16
C 3.60 -3.61 9.44
N 4.13 0.16 7.35
H 2.78 1.93 8.85
H 1.40 0.74 8.95
H 2.15 1.18 7.44
H 3.90 0.35 9.54
H 2.25 -1.66 8.05
H 2.33 -1.35 9.90
H 2.81 -4.00 8.80
H 3.15 -3.70 10.43
H 4.44 -4.27 9.20
H 4.12 1.17 7.36
H 3.41 0.05 6.65
C -8.33 -0.45 -5.60
C -9.25 -1.38 -4.90
C -8.73 -2.00 -3.60
O -7.59 -2.86 -3.79
C -6.41 -2.20 -3.20
N -10.49 -0.73 -4.59
H -7.74 0.23 -4.99
H -8.86 0.22 -6.27
H -7.54 -1.04 -6.09
H -9.52 -2.23 -5.53
H -9.37 -2.76 -3.15
H -8.57 -1.17 -2.91
H -6.61 -1.82 -2.20
H -6.15 -1.38 -3.87
H -5.66 -2.99 -3.19
H -10.29 0.24 -4.40
H -11.10 -0.86 -5.38
C -3.56 5.02 -3.92
C -2.44 5.10 -4.91
C -1.45 3.93 -5.10
O -0.66 3.99 -6.31
C 0.34 5.00 -6.28
N -3.19 5.46 -6.15
H -4.10 5.94 -3.69
H -3.05 5.01 -2.96
H -4.30 4.22 -3.96
H -1.80 5.97 -4.75
H -1.99 3.02 -5.35
H -0.82 3.81 -4.22
H -0.03 5.93 -5.85
H 0.73 5.15 -7.28
H 1.10 4.72 -5.55
H -4.01 4.92 -6.38
H -2.60 5.35 -6.97
C 4.33 -2.98 -4.27
C 5.79 -2.81 -3.65
C 6.37 -1.48 -4.08
O 7.67 -1.33 -3.48
C 8.32 -0.31 -4.14
N 5.69 -2.90 -2.23
H 3.75 -3.69 -3.69
H 4.36 -3.31 -5.31
H 3.68 -2.12 -4.34
H 6.47 -3.61 -3.94
H 5.73 -0.64 -3.84
H 6.43 -1.68 -5.15
H 9.26 -0.37 -3.60
H 7.86 0.67 -3.98
H 8.40 -0.50 -5.21
H 6.62 -2.51 -2.14
H 5.20 -2.02 -2.27
*
```

Values from the calculation:
- electronic energy (eV) = -61800.3796
- energy above the lowest of the compared OMol25 structures with the same formula, charge and spin (eV) = 4.196
- frontier orbital gap (eV) = 9.4456
- maximum force (hartree/bohr) = 0.066
- lowest unoccupied orbital energy (eV) = 2.061

Here are the Mulliken charges for atoms 1 to 2, given in e: number 1, B, carries 0.63; number 2, F, carries -0.42